(1)
{"formula": "C3H3O2S", "method": "ωB97M-V/def2-TZVPD", "species": ["C", "C", "O", "C", "O", "S", "H", "H", "H"], "positions_angstrom": [[0.035, -0.137, -0.247], [1.376, -0.786, -0.511], [1.271, -1.534, -1.471], [2.534, -0.400, 0.303], [2.907, -1.233, 1.332], [3.215, 0.974, -0.229], [-0.386, 0.080, -1.249], [-0.686, -0.894, 0.265], [0.019, 0.678, 0.466]], "nbo_charge": [-0.701, 0.504, -0.591, 0.143, -0.705, -0.296, 0.226, 0.211, 0.209], "homo_energy_ev": -4.035, "gap_ev": 7.82, "lumo_ev": 3.786, "relative_energy_kj_mol": 63.3, "total_charge": -1}

(2)
{"formula": "C25H25Cl2N4O2Ru", "method": "ωB97M-V/def2-TZVPD", "species": ["Ru", "C", "N", "C", "C", "C", "C", "C", "C", "C", "N", "C", "C", "C", "C", "C", "C", "N", "C", "C", "H", "H", "H", "H", "H", "H", "H", "H", "H", "H", "H", "H", "H", "H", "H", "H", "H", "H", "H", "H", "Cl", "C", "Cl", "C", "O", "O", "H", "N", "C", "C", "C", "C", "C", "C", "C", "H", "H", "H", "H"], "positions_angstrom": [[0.006, -0.839, -0.343], [-3.067, -1.405, -0.048], [-2.107, -0.592, -0.828], [-2.255, -0.933, -2.277], [-2.316, 0.843, -0.677], [-3.548, 1.420, -0.475], [-3.642, 2.800, -0.303], [-2.503, 3.587, -0.316], [-1.261, 3.014, -0.545], [-1.165, 1.644, -0.770], [0.026, 0.924, -0.959], [1.266, 1.455, -1.362], [1.456, 2.681, -1.994], [2.742, 3.132, -2.242], [3.838, 2.375, -1.858], [3.656, 1.125, -1.278], [2.378, 0.655, -1.055], [2.108, -0.709, -0.605], [3.000, -1.164, 0.487], [2.279, -1.594, -1.797], [-4.076, -1.324, -0.457], [-3.066, -1.076, 0.987], [-2.753, -2.444, -0.118], [-3.294, -0.780, -2.577], [-1.972, -1.969, -2.430], [-1.622, -0.274, -2.870], [-4.442, 0.815, -0.423], [-4.610, 3.250, -0.131], [-2.574, 4.649, -0.129], [-0.373, 3.625, -0.491], [0.610, 3.265, -2.320], [2.886, 4.084, -2.734], [4.840, 2.741, -2.037], [4.516, 0.520, -1.027], [4.033, -1.229, 0.145], [2.666, -2.145, 0.810], [2.927, -0.465, 1.318], [3.307, -1.541, -2.162], [1.614, -1.263, -2.597], [2.052, -2.621, -1.521], [-0.771, -6.104, -0.465], [0.409, -4.955, 0.133], [2.023, -5.224, -0.578], [0.024, -3.520, -0.206], [0.380, -2.646, 0.646], [-0.499, -3.196, -1.278], [0.511, -5.080, 1.205], [-0.645, 1.642, 6.585], [-0.529, 1.270, 5.505], [-0.388, 0.804, 4.151], [0.372, 1.532, 3.240], [0.499, 1.090, 1.935], [-0.135, -0.079, 1.513], [-0.871, -0.814, 2.439], [-1.003, -0.375, 3.749], [0.862, 2.443, 3.559], [1.099, 1.680, 1.253], [-1.319, -1.757, 2.160], [-1.578, -0.951, 4.462]], "nbo_charge": [0.938, -0.417, -0.440, -0.429, 0.260, -0.248, -0.149, -0.196, -0.182, 0.042, -0.281, 0.064, -0.193, -0.188, -0.177, -0.170, 0.137, -0.397, -0.417, -0.429, 0.202, 0.229, 0.233, 0.212, 0.255, 0.212, 0.236, 0.238, 0.239, 0.235, 0.238, 0.239, 0.238, 0.228, 0.201, 0.247, 0.229, 0.219, 0.218, 0.240, 0.043, -0.317, 0.003, 0.753, -0.687, -0.667, 0.251, -0.267, 0.259, -0.173, -0.156, -0.216, -0.080, -0.195, -0.166, 0.235, 0.203, 0.220, 0.238], "homo_energy_ev": [-11.769, -11.724], "gap_ev": [6.34, 6.29], "lumo_ev": [-5.428, -5.432], "total_charge": 1}

(3)
{"formula": "C18H20N2O4PdS", "method": "ωB97M-V/def2-TZVPD", "species": ["Pd", "N", "C", "C", "O", "N", "C", "C", "O", "O", "H", "H", "H", "H", "H", "H", "O", "S", "C", "C", "C", "C", "C", "C", "C", "C", "C", "C", "C", "C", "C", "C", "H", "H", "H", "H", "H", "H", "H", "H", "H", "H", "H", "H", "H", "H"], "positions_angstrom": [[-1.669, -0.575, 0.792], [-3.196, 0.327, -0.586], [-3.450, -0.750, -1.551], [-2.142, -1.370, -2.021], [-1.970, -1.639, -3.193], [-1.255, -1.678, -0.993], [-0.004, -1.853, -1.298], [1.408, 1.132, -0.878], [2.439, 0.628, -0.970], [0.344, 1.563, -0.786], [-2.779, 1.124, -1.054], [-4.049, 0.644, -0.144], [-4.015, -1.528, -1.035], [-4.010, -0.427, -2.429], [0.653, -2.292, -0.562], [0.389, -1.468, -2.235], [0.679, 0.126, 1.910], [0.496, 1.061, 3.058], [-0.571, 2.402, 2.440], [-0.878, 3.432, 3.488], [0.147, 4.094, 4.159], [-0.142, 5.031, 5.140], [-1.460, 5.325, 5.457], [-2.489, 4.683, 4.782], [-2.198, 3.741, 3.807], [-0.673, 0.279, 4.239], [-1.890, -0.347, 3.633], [-3.148, 0.214, 3.859], [-4.296, -0.381, 3.356], [-4.200, -1.533, 2.591], [-2.957, -2.117, 2.359], [-1.795, -1.552, 2.912], [-1.465, 1.931, 2.019], [0.009, 2.818, 1.615], [1.179, 3.874, 3.912], [0.665, 5.535, 5.656], [-1.684, 6.058, 6.221], [-3.520, 4.917, 5.013], [-3.000, 3.247, 3.274], [-0.927, 1.069, 4.949], [-0.055, -0.458, 4.753], [-3.225, 1.105, 4.469], [-5.265, 0.054, 3.569], [-5.092, -1.999, 2.191], [-2.889, -3.054, 1.823], [-0.848, -2.078, 2.861]], "nbo_charge": [0.308, -0.862, -0.314, 0.648, -0.566, -0.559, -0.070, 1.039, -0.510, -0.526, 0.381, 0.384, 0.225, 0.203, 0.192, 0.171, -0.991, 1.263, -0.632, -0.076, -0.159, -0.221, -0.212, -0.206, -0.205, -0.623, -0.061, -0.231, -0.248, -0.182, -0.233, -0.275, 0.249, 0.248, 0.207, 0.216, 0.216, 0.216, 0.217, 0.244, 0.241, 0.211, 0.211, 0.204, 0.228, 0.242], "homo_energy_ev": [-6.325, -6.326], "gap_ev": [6.58, 6.58], "lumo_ev": [0.258, 0.258], "relative_energy_kj_mol": 155.3, "total_charge": 0}

(4)
{"formula": "C14H12FIIrN2S", "method": "ωB97M-V/def2-TZVPD", "species": ["Ir", "S", "C", "C", "C", "C", "C", "N", "H", "H", "H", "H", "C", "C", "C", "C", "C", "C", "C", "C", "N", "H", "H", "H", "H", "H", "H", "I", "C", "H", "H", "F"], "positions_angstrom": [[-0.501, -0.683, -0.909], [0.080, 1.485, 0.198], [-0.974, 2.109, -1.050], [-1.534, 3.394, -1.074], [-2.364, 3.746, -2.115], [-2.644, 2.829, -3.128], [-2.069, 1.577, -3.033], [-1.255, 1.233, -2.040], [-1.310, 4.080, -0.268], [-2.806, 4.736, -2.142], [-3.291, 3.077, -3.957], [-2.246, 0.814, -3.783], [0.617, -2.128, 0.027], [1.190, -1.606, 1.298], [0.461, -1.695, 2.490], [0.965, -1.199, 3.676], [2.223, -0.596, 3.697], [2.961, -0.487, 2.518], [2.443, -0.988, 1.339], [2.762, -0.096, 4.932], [3.199, 0.303, 5.919], [-0.038, -2.978, 0.234], [1.404, -2.446, -0.663], [-0.523, -2.147, 2.462], [0.390, -1.273, 4.590], [3.932, -0.010, 2.536], [3.011, -0.892, 0.421], [-0.046, -3.837, -2.882], [-0.555, -1.711, -2.645], [0.126, -1.227, -3.352], [-1.561, -1.715, -3.076], [-2.046, -1.669, -0.219]], "nbo_charge": [0.986, -0.316, 0.090, -0.280, -0.154, -0.311, 0.070, -0.527, 0.222, 0.206, 0.213, 0.198, -0.614, 0.023, -0.176, -0.161, -0.239, -0.156, -0.224, 0.310, -0.377, 0.213, 0.195, 0.218, 0.211, 0.213, 0.212, -0.086, -0.685, 0.174, 0.180, -0.629], "homo_energy_ev": [-4.389, -4.390], "gap_ev": [7.06, 7.06], "lumo_ev": [2.669, 2.669], "relative_energy_kj_mol": 118.3, "total_charge": -1}

(5)
{"formula": "Cl2H8N2Si4", "method": "ωB97M-V/def2-TZVPD", "species": ["N", "N", "Si", "Si", "Si", "Si", "Cl", "Cl", "H", "H", "H", "H", "H", "H", "H", "H"], "positions_angstrom": [[0.045, -0.322, 0.967], [-0.382, 0.716, -1.028], [-0.434, 1.343, 0.563], [0.238, -0.869, -0.638], [0.208, -1.651, 2.783], [-0.273, 1.506, -2.561], [0.375, -3.528, 2.184], [1.634, 1.609, -3.282], [-1.650, 1.744, 1.216], [0.676, 2.226, 0.879], [1.434, -0.986, -1.320], [-0.572, -2.169, -0.465], [-0.955, -1.660, 3.789], [1.607, -1.054, 3.008], [-1.061, 2.640, -2.580], [-0.889, 0.456, -3.514]], "nbo_charge": [-1.669, -1.721, 1.570, 1.580, 1.181, 1.330, -0.354, -0.386, -0.209, -0.219, -0.225, -0.207, -0.134, -0.132, -0.201, -0.205], "homo_energy_ev": -8.892, "gap_ev": 9.35, "lumo_ev": 0.462, "relative_energy_kj_mol": 0.0, "total_charge": 0}

no.,maximum force (eV/A)
1,7.251
2,1.589
3,1.298
4,0.911
5,5.145